Record 1
Here is a 40-piece molecular cluster, H80O40 overall from OMol25. Energies are from the ωB97M-V functional and the def2-TZVPD basis.

XYZ file:
```
120
Properties=species:S:1:pos:R:3:forces:R:3:lowdin_charge:R:1
H 3.544 1.263 4.668 -0.527 0.243 0.480 -0.003
H 3.016 2.664 5.377 0.851 -1.793 -1.460 0.059
O 3.528 2.224 4.626 -0.310 1.544 0.701 -0.098
H 4.189 2.542 -3.774 -0.518 -0.355 -0.529 0.014
H 5.319 2.122 -2.853 0.482 -0.649 0.104 0.032
O 4.837 2.876 -3.166 0.010 0.869 0.424 -0.026
H -2.363 1.088 -1.004 -0.424 -0.160 0.198 0.040
H -1.220 0.564 -0.307 -0.109 -0.857 -0.301 -0.011
O -2.189 0.473 -0.268 0.194 0.504 -1.308 -0.077
H -3.591 -3.188 -1.847 -0.408 0.518 0.349 0.051
H -4.412 -1.902 -1.362 0.907 -1.885 0.070 0.040
O -4.455 -2.892 -1.505 0.001 1.185 -0.064 -0.070
H 1.826 0.493 -5.339 -0.058 -0.377 -0.550 0.051
H 1.305 1.358 -4.207 1.390 -0.614 -0.477 0.040
O 2.140 0.903 -4.538 -0.950 0.992 0.664 -0.063
H 1.384 3.860 -0.219 -0.600 0.993 0.958 0.019
O 1.114 3.993 0.725 0.506 -1.846 -2.121 -0.091
H 3.019 -1.040 2.163 -0.461 -0.568 -0.193 -0.008
O 3.303 -0.663 2.988 -0.420 1.791 0.772 -0.029
H -0.089 -2.002 5.479 -0.100 -0.519 0.121 0.047
H -1.361 -1.414 4.753 0.438 -0.128 0.890 0.011
O -0.416 -1.274 4.962 0.252 0.646 -0.858 -0.061
H -0.856 4.381 1.741 0.661 -0.559 -0.451 -0.025
H 0.002 5.624 2.101 -0.627 -0.657 -0.408 0.026
O -0.894 5.319 1.865 -0.389 1.513 0.790 -0.051
H 3.639 -4.334 1.376 -0.166 -0.079 1.011 0.015
H 2.327 -4.376 2.129 -0.980 0.140 0.036 -0.013
O 3.228 -4.665 2.203 0.764 -0.367 -0.748 -0.067
H 5.460 -3.008 1.834 -0.421 0.800 0.489 0.072
H 4.231 -1.902 1.690 0.753 -0.060 0.719 -0.015
O 4.729 -2.629 1.333 0.904 -0.976 -1.691 -0.062
H -0.556 2.344 1.917 -0.162 -0.581 -0.238 0.048
O 0.011 1.619 1.617 0.637 0.723 0.856 -0.035
H -0.879 -5.602 -1.051 -0.214 -0.242 -0.241 0.015
H -1.204 -5.645 0.472 0.078 0.107 0.134 0.074
O -1.316 -5.119 -0.326 -0.139 -0.053 0.161 -0.074
H 0.757 5.151 -1.910 -1.755 1.090 0.326 0.087
H -0.453 6.162 -1.417 0.659 -0.008 0.320 0.066
O -0.214 5.385 -1.928 1.191 -1.060 -0.749 -0.048
H 2.951 1.106 1.703 -0.385 0.011 -0.241 0.062
H 1.821 1.250 0.607 -0.238 0.270 0.147 -0.008
O 2.562 0.724 0.901 0.947 -0.814 -0.084 -0.054
H 0.159 -3.013 1.998 0.047 0.351 1.087 0.013
H -0.184 -3.619 0.788 -0.214 -0.862 0.052 0.007
O -0.102 -3.889 1.717 0.518 0.528 -0.710 -0.041
H 1.551 0.804 6.536 -0.143 0.372 0.158 0.046
H 0.734 1.059 5.324 -0.111 0.289 0.116 0.028
O 1.080 1.531 6.100 0.077 -0.724 -0.168 -0.068
H 2.208 6.199 2.125 0.465 -0.513 0.031 0.044
H 2.076 4.890 2.874 -0.228 -0.540 0.400 0.014
O 2.637 5.332 2.247 0.437 1.553 0.079 -0.058
H -1.602 4.476 -2.824 -0.223 0.456 0.000 0.008
O -2.410 3.959 -2.998 0.580 0.383 0.160 -0.043
H 0.051 -2.541 -3.567 -1.089 -0.548 0.389 -0.030
H 1.332 -2.113 -4.000 -0.953 -0.211 -1.331 0.040
O 0.431 -2.289 -4.411 2.105 0.748 1.138 -0.077
H -3.267 -0.492 4.458 -0.500 0.616 0.061 0.029
O -2.999 -0.844 5.303 0.245 -1.303 -0.246 -0.015
H -0.525 -0.941 2.955 -1.412 -0.113 -1.139 0.086
H -1.872 -0.470 2.275 -0.686 0.899 0.015 0.033
O -1.129 -1.043 2.144 2.058 -0.534 1.877 -0.039
H -5.288 -1.049 -2.247 -1.250 -0.551 -0.043 0.005
H -5.194 0.439 -1.712 -0.044 -0.617 -0.321 0.080
O -4.867 -0.214 -2.354 0.864 1.370 -0.070 -0.025
H -0.491 -2.052 -1.199 0.007 0.433 0.081 0.010
H -0.816 -3.487 -0.938 0.000 -0.060 -1.044 0.007
O -0.582 -2.885 -1.686 -0.336 -0.028 0.725 -0.068
H -0.068 1.922 -5.593 -0.617 -0.270 -0.885 0.068
H -1.157 1.679 -4.422 -0.151 -0.479 -0.838 0.041
O -0.313 2.067 -4.691 0.258 0.619 1.571 -0.029
H 2.550 -1.308 -0.084 1.007 0.735 -0.338 0.002
H 2.744 -2.881 -0.238 -0.182 1.360 0.570 0.069
O 2.372 -2.148 0.314 -0.097 -1.940 -0.100 -0.044
H 1.744 -5.369 -1.262 -0.852 -0.644 -0.850 0.055
H 2.648 -4.440 -1.728 -0.039 0.087 -1.874 0.016
O 1.932 -4.984 -2.145 0.992 0.421 2.503 -0.065
H -2.637 3.862 3.694 0.189 0.102 -0.402 0.013
H -1.417 3.410 4.538 0.680 0.151 -0.163 0.013
O -2.363 3.435 4.503 -0.880 -0.319 0.695 -0.044
H -2.349 3.907 -1.112 -0.085 -0.816 1.084 0.033
H -2.512 4.110 0.424 -0.252 0.732 0.521 0.022
O -2.304 3.453 -0.224 0.115 -0.054 -1.554 -0.055
H -2.986 1.803 0.904 0.189 -0.180 -0.438 -0.014
H -3.739 1.106 2.043 -0.909 -0.344 0.260 -0.012
O -3.029 1.698 1.853 0.764 0.965 0.848 -0.062
H -3.151 -4.293 0.637 0.105 0.031 -0.595 -0.025
H -4.545 -3.523 0.609 1.602 -0.928 0.569 0.038
O -3.844 -3.938 1.188 -1.615 0.826 0.090 -0.083
H -5.784 1.453 3.772 -0.434 0.228 -1.508 0.070
O -5.074 0.858 3.473 -0.896 0.464 2.006 -0.048
H -0.050 -5.469 -3.041 1.065 0.696 -0.353 0.012
H -1.551 -5.608 -2.981 -0.116 -0.052 -0.136 0.061
O -0.732 -6.067 -2.771 -0.748 -0.603 0.317 -0.024
H -2.004 3.212 -3.435 -0.334 -0.546 -0.245 0.008
H 1.248 3.032 0.881 -0.494 0.668 0.938 0.022
H -3.251 -0.336 6.065 -0.194 0.696 -0.024 0.062
H 3.898 -1.156 3.531 0.368 -1.093 -0.036 0.049
H -0.495 1.118 0.985 -0.541 0.274 -0.091 -0.014
H -4.818 0.785 4.409 1.048 -0.776 -0.357 0.040
O 0.161 -0.702 0.065 -0.854 0.490 -0.252 -0.129
H -0.031 -0.543 1.067 0.925 -1.300 -1.847 0.051
H 1.032 -0.900 -0.302 -0.622 0.335 1.345 0.017
O -3.746 -0.830 -5.500 0.173 -1.568 -0.887 -0.080
H -3.975 -0.744 -4.574 0.015 -0.035 0.264 -0.020
H -3.640 -1.804 -5.691 -0.229 1.670 0.519 0.065
O 3.356 -1.075 -3.114 -0.245 0.578 -0.616 -0.075
H 3.138 -0.458 -3.862 -0.041 -0.311 1.233 0.032
H 2.803 -0.797 -2.370 0.066 0.136 -0.482 0.041
O 0.133 1.759 -1.786 -0.358 0.578 -0.130 -0.028
H 0.112 1.528 -2.717 -0.075 -0.141 -0.026 -0.013
H 0.044 2.729 -1.838 0.029 -0.477 0.437 0.042
O 4.504 -3.324 -2.353 0.044 0.440 -2.750 -0.098
H 4.450 -3.142 -3.363 -0.093 -1.258 2.289 0.095
H 4.550 -2.385 -2.167 0.097 0.336 0.837 -0.006
O 2.539 2.605 -1.104 1.370 0.675 -0.495 -0.075
H 3.114 3.373 -0.975 -0.252 0.532 0.322 0.070
H 3.273 2.059 -1.415 -0.476 -0.767 -0.202 0.045
O -2.025 0.218 -3.268 0.312 -0.334 0.236 -0.044
H -2.344 -0.451 -2.647 -0.735 0.355 0.153 0.034
H -1.116 -0.085 -3.295 0.523 -0.074 -0.436 0.030
```
Positions in Å, forces in eV/Å.

Results
multiplicity	1
E_tot	-3057.43092	a.u.
net charge	0
Kohn-Sham gap	10.00	eV
lowest unoccupied orbital energy	-0.437	eV
ΔE to the lowest compared entry with this formula, charge and spin	857.0	kJ/mol

---

Record 2
Here is one molecule with the formula C4H6O2S from OMol25. Energies are from the ωB97M-V functional and the def2-TZVPD basis.

XYZ file:
```
13
Properties=species:S:1:pos:R:3:forces:R:3:lowdin_charge:R:1
C -1.629 0.261 0.366 1.478 0.167 1.685 -0.395
C -0.354 0.885 -0.217 2.671 -3.555 -2.027 -0.181
C 1.914 0.521 -0.080 0.238 -2.066 -0.011 -0.387
C -0.317 -0.471 0.678 -1.619 1.749 2.055 -0.551
H -2.761 0.656 -1.051 -0.291 -4.342 2.438 0.243
H -1.974 0.703 1.307 0.101 -0.106 -0.169 0.143
H -0.105 0.309 -1.279 -1.638 2.032 2.256 0.144
H 2.326 0.428 -1.057 0.837 0.597 -0.772 0.055
H 2.683 0.529 0.720 -0.683 0.228 -0.426 0.101
H -0.259 -0.354 1.839 0.583 -0.010 -2.246 0.139
O -2.642 -0.265 -0.371 -0.416 5.043 -4.258 -0.024
O 0.976 1.521 0.019 -2.576 0.829 0.845 -0.154
S 0.984 -1.218 -0.134 1.313 -0.565 0.628 0.865
```
Positions in Å, forces in eV/Å.

Results
multiplicity	1
E_tot	-704.45928	a.u.
net charge	0
Kohn-Sham gap	8.80	eV
lowest unoccupied orbital energy	0.399	eV
ΔE to the lowest compared entry with this formula, charge and spin	578.3	kJ/mol

---

Record 3
Here is a 4-piece molecular cluster, C3H15N2O3 overall from OMol25. Energies are from the ωB97M-V functional and the def2-TZVPD basis.

XYZ file:
```
23
Properties=species:S:1:pos:R:3:forces:R:3:lowdin_charge:R:1
C -1.656 1.589 2.702 0.220 -0.199 -0.111 -0.018
C -0.530 0.879 2.005 -0.002 0.410 -0.369 -0.392
C -0.623 0.696 0.682 -0.381 -0.304 -0.030 -0.073
N 0.363 -0.076 -0.085 -0.202 0.331 0.179 0.189
N 0.505 0.487 2.806 0.171 -0.020 0.208 0.132
H -2.516 1.679 2.052 -0.129 0.006 -0.122 0.083
H -1.359 2.592 2.999 0.089 0.007 0.195 0.098
H -1.943 0.997 3.567 -0.072 0.124 0.216 0.095
H -1.486 1.025 0.129 0.077 -0.099 -0.093 0.118
H 0.168 -1.079 -0.083 0.141 -0.409 -0.026 0.112
H 1.298 0.062 0.291 0.183 -0.040 -0.219 0.154
H 0.421 0.206 -1.073 0.439 0.134 0.066 0.116
H 0.588 1.005 3.665 -0.001 -0.111 0.177 0.112
H 1.407 0.211 2.447 -0.199 0.022 -0.098 0.100
H 1.174 0.361 -3.190 0.215 0.087 0.112 0.019
H 2.594 0.063 -2.656 -0.309 0.200 0.129 0.073
O 1.756 0.486 -2.411 -0.099 -0.313 -0.412 -0.067
H -1.079 -0.533 -3.848 0.028 0.069 0.021 0.055
H -0.459 -0.265 -5.200 0.217 0.215 0.179 0.073
O -0.362 -0.040 -4.262 -0.225 -0.278 -0.180 -0.044
H -0.518 -3.733 -0.268 0.212 0.050 0.102 0.066
H -0.445 -2.760 0.908 -0.077 -0.435 0.243 0.044
O 0.097 -3.167 0.222 -0.296 0.552 -0.168 -0.046
```
Positions in Å, forces in eV/Å.

Results
multiplicity	1
E_tot	-458.30377	a.u.
net charge	+1
Kohn-Sham gap	9.66	eV
lowest unoccupied orbital energy	-3.022	eV
ΔE to the lowest compared entry with this formula, charge and spin	72.8	kJ/mol

---

Record 4
Here is C24H15MnN6OS3 as an isolated structure from OMol25. Energies are from the ωB97M-V functional and the def2-TZVPD basis.

XYZ file:
```
50
Properties=species:S:1:pos:R:3:forces:R:3:lowdin_charge:R:1
Mn -0.922 -0.222 0.730 -0.040 -0.020 0.065 0.207
O -2.324 -1.361 1.433 0.020 -0.011 0.008 -0.804
N -2.286 0.781 -0.447 0.014 0.005 0.001 -0.066
C -2.872 0.584 -1.629 -0.019 0.011 -0.016 -0.137
C -3.898 1.381 -2.088 0.014 -0.004 0.010 -0.100
C -4.330 2.423 -1.261 0.002 -0.003 0.011 -0.103
C -3.744 2.620 -0.034 -0.014 0.014 0.008 -0.108
C -2.702 1.766 0.378 0.021 -0.054 -0.080 -0.765
S -1.877 1.785 1.883 0.025 0.024 0.031 0.611
H -2.501 -0.258 -2.203 0.000 0.002 -0.002 0.113
H -4.349 1.197 -3.052 -0.001 0.001 -0.001 0.093
H -5.127 3.079 -1.590 0.000 -0.003 -0.008 0.102
H -4.070 3.407 0.632 0.004 -0.003 0.003 0.097
S 0.547 -1.958 0.342 -0.054 0.019 -0.021 0.649
C -0.133 -3.541 0.645 -0.009 0.002 0.003 -0.640
C 0.760 -4.613 0.724 0.004 -0.005 -0.002 -0.080
C 0.337 -5.929 0.832 0.018 0.017 -0.014 -0.203
C 1.309 -6.983 0.886 -0.044 -0.037 0.033 -0.190
N 2.090 -7.826 0.934 0.025 0.021 -0.018 0.144
C -1.037 -6.209 0.879 -0.007 0.010 0.009 -0.205
C -1.935 -5.152 0.850 0.000 -0.008 -0.001 -0.069
C -1.516 -3.828 0.727 -0.004 0.018 -0.006 -0.514
S -2.785 -2.623 0.590 0.023 -0.021 0.000 0.833
C -1.522 -7.554 0.988 0.015 -0.007 -0.023 -0.191
N -1.926 -8.628 1.064 -0.009 0.004 0.013 0.144
H 1.821 -4.405 0.664 0.000 0.000 0.001 0.104
H -2.995 -5.357 0.936 0.000 -0.001 0.000 0.108
C 2.469 2.426 0.358 -0.002 -0.001 0.000 -0.044
C 1.401 1.690 0.836 0.001 0.001 -0.010 -0.127
N 0.607 0.981 0.029 0.007 0.023 0.014 -0.073
C 0.836 1.018 -1.280 -0.003 0.002 -0.008 -0.095
C 1.857 1.764 -1.854 -0.001 0.013 0.012 -0.210
C 2.709 2.455 -1.006 0.000 0.009 -0.006 -0.019
C 2.039 1.767 -3.318 0.005 -0.016 -0.012 -0.034
C 1.150 2.138 -4.240 0.006 0.002 0.009 -0.035
C -0.168 2.762 -4.024 -0.006 0.007 0.012 -0.271
C -1.087 2.819 -5.069 -0.001 -0.005 -0.006 -0.014
C -2.272 3.491 -4.834 0.001 0.000 0.001 -0.139
N -2.556 4.055 -3.665 0.006 -0.005 0.004 0.085
C -1.625 3.918 -2.723 -0.011 0.015 -0.009 -0.193
N -0.448 3.322 -2.843 0.008 -0.009 -0.002 0.160
H 3.098 2.970 1.049 -0.001 -0.001 0.001 0.104
H 1.157 1.652 1.888 0.002 -0.001 0.000 0.098
H 0.178 0.419 -1.898 0.003 -0.001 -0.002 0.120
H 3.534 3.029 -1.411 0.000 0.000 0.001 0.115
H 2.996 1.397 -3.675 -0.003 -0.003 -0.003 0.114
H 1.419 2.003 -5.282 -0.002 0.004 -0.002 0.104
H -0.875 2.366 -6.028 0.000 0.001 0.000 0.106
H -3.021 3.585 -5.614 0.000 0.000 0.000 0.105
H -1.851 4.346 -1.752 0.004 -0.004 0.002 0.114
```
Positions in Å, forces in eV/Å.

Results
multiplicity	2
E_tot	-3672.99726	a.u.
net charge	-1
Kohn-Sham gap (spin up / spin down)	5.66 / 5.71	eV
lowest unoccupied orbital energy (spin up / spin down)	1.562 / 1.561	eV

---

- What is the net charge in the first record?
  0

---

- The lowest net charge belongs to which entry?
  C24H15MnN6OS3